(1)
Molecular formula: C8H22CsN2O6S
Method: DFT, ωB97M-V/def2-TZVPD

- LUMO level: 1.5 eV
- ΔE to the lowest compared entry with this formula, charge and spin: 7.6 kcal/mol
- Highest occupied orbital energy: -0.1198 Ha
- Calculated total energy: -1297.33879 hartree
- Charge: -1

Element x y z (Å)
Cs1 -1.68692 -1.00708 1.65847
S1 0.58343 -3.74103 2.82773
O1 2.48023 3.44570 1.19130
O2 0.63526 -2.22519 2.88102
O3 -0.73506 -4.13882 3.39815
O4 -1.65727 -0.21038 -1.19962
O5 1.70639 -4.28570 3.60916
O6 0.65490 -4.11055 1.38583
N1 -2.40551 -2.51955 -2.61153
N2 1.36879 -0.09627 1.40001
C1 -2.44410 -1.21110 -3.26310
C2 1.71458 4.20710 2.08664
C3 1.87623 1.16721 1.96484
C4 3.25902 1.02117 2.57700
C5 -2.66186 -0.17002 -2.19156
C6 -0.45310 0.42853 -1.57892
C7 -3.54737 -1.19863 -4.32204
C8 1.86720 2.20855 0.85780
H1 0.70451 4.39732 1.69075
H2 2.43849 1.82044 0.00700
H3 3.58585 1.91852 3.10410
H4 -1.49528 -0.98147 -3.77419
H5 2.16095 -0.50968 0.90881
H6 2.19647 5.17979 2.19276
H7 0.27684 0.27155 -0.78333
H8 0.00023 0.07396 -2.50942
H9 0.84249 2.39135 0.50280
H10 -3.96954 -0.20139 -4.47297
H11 -4.38228 -1.81843 -3.98592
H12 -1.56186 -2.64412 -2.06516
H13 3.24781 0.17950 3.26920
H14 1.18167 1.45883 2.76243
H15 1.20624 -0.79200 2.15988
H16 -2.75407 0.84576 -2.60694
H17 -2.45509 -3.27098 -3.28651
H18 -3.16191 -1.55610 -5.27387
H19 -3.61461 -0.37486 -1.68932
H20 3.97998 0.80355 1.78257
H21 1.63675 3.73294 3.06984
H22 -0.61848 1.51161 -1.67367


(2)
Molecular formula: C8H22CuF3N8O6
Method: DFT, ωB97M-V/def2-TZVPD

- LUMO level: -1.8 eV
- ΔE to the lowest compared entry with this formula, charge and spin: 209.0 kcal/mol
- Highest occupied orbital energy: -0.2749 Ha
- Calculated total energy: -3147.41087 hartree
- Charge: 0

Element x y z (Å)
Cu1 0.75129 -0.76854 -0.15246
F1 -1.07139 0.43746 3.80901
F2 0.62587 0.33363 4.98421
F3 -1.14839 -0.71170 5.46833
O1 6.41085 -2.68940 -1.61613
O2 1.27000 -1.74170 2.86432
O3 -0.69871 -0.79933 -3.81220
O4 2.36850 2.59773 -0.70001
O5 -0.97434 -1.96477 2.59974
O6 -2.43089 1.52414 -0.25155
N1 5.43202 -1.65678 0.03129
N2 -4.28535 1.37744 -1.44905
N3 -0.66913 1.22474 -4.50059
N4 -4.31625 2.42499 0.28105
N5 2.18538 3.99919 1.00539
N6 1.81785 4.78578 -0.87312
N7 -0.57757 -0.29308 -5.91105
N8 5.06193 -3.76422 -0.28759
C1 -0.34106 -0.39423 4.43744
C2 5.68346 -2.66765 -0.65407
C3 -3.55650 1.79045 -0.49236
C4 -2.02501 -2.88712 2.86679
C5 -0.66644 -0.00048 -4.66832
C6 -3.11306 -2.86593 1.74845
C7 2.28075 3.66407 -0.20819
C8 0.04195 -1.68995 3.60342
H1 4.54885 -1.72887 0.51597
H2 0.03302 -2.60303 4.19864
H3 5.90721 -0.79528 -0.19700
H4 -1.07602 -1.11183 -6.22934
H5 1.67024 5.61987 -0.32302
H6 -0.72142 1.52412 -3.53739
H7 -5.28336 2.65192 0.09853
H8 5.18151 -4.66932 -0.71955
H9 -0.40446 1.82599 -5.26776
H10 -4.00963 -3.46837 1.89445
H11 -0.34589 0.45554 -6.54823
H12 -2.46393 -2.69753 3.84633
H13 -1.68034 -3.90560 2.68782
H14 2.16223 4.97170 1.27701
H15 -3.65903 -1.92865 1.85585
H16 -3.90892 2.86399 1.09434
H17 2.02376 3.21867 1.62567
H18 -3.78360 0.67068 -1.96754
H19 1.60112 4.76272 -1.85933
H20 -2.95543 -2.91590 0.67107
H21 4.33806 -3.67882 0.41157
H22 -5.22973 1.67326 -1.65087


(3)
Molecular formula: C8H22F12N4O6P2
Method: DFT, ωB97M-V/def2-TZVPD

- LUMO level: 2.9 eV
- ΔE to the lowest compared entry with this formula, charge and spin: 1.0 kcal/mol
- Highest occupied orbital energy: -0.0810 Ha
- Calculated total energy: -2869.86797 hartree
- Charge: -2

Element x y z (Å)
P1 1.95582 1.23936 3.22885
P2 1.10069 -1.65026 -1.68040
F1 1.45031 2.19514 2.01600
F2 2.50823 -1.41578 -0.91909
F3 3.45311 1.00391 2.62915
F4 1.31362 -0.36216 -2.56147
F5 -0.35441 -1.98263 -2.40082
F6 2.53489 2.43786 4.12679
F7 0.28072 -0.78020 -0.53861
F8 1.45446 0.03453 2.20182
F9 0.86028 -3.00822 -0.80661
F10 0.52983 1.30258 4.00903
F11 2.41851 0.11859 4.32357
F12 1.82264 -2.53335 -2.83601
O1 3.67323 4.64801 -1.95921
O2 6.49693 0.06103 0.34221
O3 7.60936 1.72323 -0.45472
O4 1.78257 4.91613 -3.00145
O5 1.91873 3.50165 -1.36964
O6 5.48349 1.95541 -0.06639
N1 2.48447 4.36604 -2.10060
N2 2.81799 1.13686 -0.03643
N3 6.51542 1.24133 -0.05915
N4 -3.10315 -0.52367 0.26817
C1 -1.82951 1.44638 -0.62970
C2 -2.18346 -4.20210 -0.79172
C3 -2.53815 -2.73635 -0.96660
C4 -4.59453 -0.74552 0.30632
C5 -2.82167 0.33619 -0.99111
C6 -2.68657 0.37706 1.42468
C7 -1.49080 1.10683 0.83060
C8 -2.41726 -1.88547 0.28907
H1 -3.52252 1.04746 1.62222
H2 -4.84711 -1.38985 -0.53732
H3 3.03428 0.29699 -0.57825
H4 -2.57500 -4.65806 0.12772
H5 3.64393 1.46039 0.48295
H6 -1.10583 -4.30598 -0.65251
H7 -0.50666 0.64255 0.88284
H8 -0.94062 1.38294 -1.25172
H9 -2.33669 -0.40022 -1.63309
H10 -2.51337 -4.93107 -1.53006
H11 -3.72407 0.59901 -1.53849
H12 2.57604 1.90745 -0.68894
H13 -1.79770 -2.33630 -1.66618
H14 -2.28252 2.43105 -0.72715
H15 -1.37116 -1.66744 0.51084
H16 -1.37255 1.98876 1.46393
H17 -2.88359 -2.32817 1.17164
H18 -2.55977 -0.24447 2.30966
H19 -5.08983 0.19781 0.10067
H20 2.07395 0.90091 0.60191
H21 -3.49003 -2.58576 -1.48216
H22 -4.85497 -1.33039 1.18498


(4)
Molecular formula: C8H22F6O10V
Method: DFT, ωB97M-V/def2-TZVPD

- LUMO level (spin up / spin down): -1.0 / -0.4 eV
- ΔE to the lowest compared entry with this formula, charge and spin: 35.3 kcal/mol
- Highest occupied orbital energy (spin up / spin down): -0.3202 / -0.3203 Ha
- Spin multiplicity: 2
- Calculated total energy: -2613.57057 hartree
- Charge: 0

Element x y z (Å)
V1 -9.37845 -12.93587 -22.92375
F1 -9.72135 -17.65375 -24.49413
F2 -11.34703 -17.59507 -22.96810
F3 -11.72226 -17.80590 -25.09116
F4 -11.11767 -11.89240 -17.29766
F5 -10.30517 -13.77550 -18.03213
F6 -9.09255 -12.00258 -18.17113
O1 -8.20233 -12.74111 -24.90190
O2 -10.79141 -10.84273 -20.16455
O3 -12.06375 -14.85761 -23.64172
O4 -8.86347 -10.76099 -22.54934
O5 -12.77001 -10.19171 -24.33440
O6 -10.69960 -12.20152 -23.68135
O7 -10.45433 -12.92985 -20.91871
O8 -9.79049 -15.07716 -23.56080
O9 -7.87298 -14.02554 -21.71146
O10 -10.28779 -9.28320 -24.09826
C1 -11.17874 -8.55884 -20.28703
C2 -10.93105 -12.16399 -19.77222
C3 -10.94549 -17.18320 -24.17259
C4 -10.34745 -12.47881 -18.27100
C5 -13.30119 -15.28860 -23.80495
C6 -10.92778 -15.64940 -24.11030
C7 -11.77776 -9.91909 -19.93758
C8 -14.10886 -14.06777 -23.33605
H1 -12.62698 -10.13798 -23.38947
H2 -11.15600 -9.64589 -24.27404
H3 -8.76717 -10.54751 -21.62123
H4 -7.16440 -14.14244 -21.07862
H5 -8.57606 -13.24311 -25.62616
H6 -14.06711 -14.06603 -22.24685
H7 -12.64936 -10.13396 -20.55585
H8 -13.60760 -15.68470 -24.77310
H9 -9.93114 -9.08404 -24.96391
H10 -10.19521 -8.42451 -19.83680
H11 -12.97097 -11.11375 -24.49465
H12 -12.04934 -9.95202 -18.88248
H13 -11.75343 -7.64733 -20.12280
H14 -10.86836 -8.56711 -21.33188
H15 -10.89123 -15.35820 -25.16005
H16 -13.55546 -16.06643 -23.08494
H17 -8.51608 -14.69499 -21.47805
H18 -11.98404 -12.38376 -19.59616
H19 -7.32059 -12.51397 -25.19714
H20 -9.19791 -9.95713 -22.94705
H21 -15.16268 -14.16694 -23.59627
H22 -13.83144 -13.07705 -23.69606


(5)
Molecular formula: C8H22IMnN2O2
Method: DFT, ωB97M-V/def2-TZVPD

- LUMO level (spin up / spin down): -4.2 / -5.5 eV
- Highest occupied orbital energy (spin up / spin down): -0.4195 / -0.4195 Ha
- Spin multiplicity: 6
- Calculated total energy: -2026.38681 hartree
- Charge: +1

Element x y z (Å)
I1 -17.29683 5.72443 -0.46752
Mn1 -16.50228 4.81794 -2.59638
O1 -15.43362 -0.25214 2.47210
O2 -12.83862 2.30298 -4.80734
N1 -15.13783 5.06008 -4.10335
N2 -16.51777 2.21403 1.70434
C1 -15.03973 -1.61460 2.36252
C2 -16.72159 -0.07800 2.91597
C3 -11.45918 1.91681 -4.40183
C4 -14.42951 3.94697 -6.14347
C5 -13.47630 3.19216 -3.88087
C6 -14.64271 3.72891 -4.69471
C7 -17.05701 1.42671 2.95772
C8 -18.58498 1.57605 3.01052
H1 -15.38580 5.34003 -5.02419
H2 -16.59326 1.93306 3.79550
H3 -18.85504 1.81284 1.96201
H4 -15.10817 4.68634 -6.53356
H5 -15.40852 2.97544 -4.64227
H6 -16.94577 -0.51228 3.90431
H7 -11.38363 2.14086 -3.33761
H8 -14.70326 3.02546 -6.69731
H9 -18.92928 2.42560 3.61905
H10 -15.52774 2.00096 1.68755
H11 -14.33185 5.57659 -3.86405
H12 -13.99900 -1.59767 2.06626
H13 -15.62014 -2.08674 1.59990
H14 -11.27110 0.86243 -4.55274
H15 -19.08962 0.61932 3.24207
H16 -17.38409 -0.55484 2.15478
H17 -10.77104 2.46155 -4.93464
H18 -13.93291 2.78298 -2.96395
H19 -16.46237 3.20681 1.91359
H20 -15.08919 -2.15653 3.27724
H21 -13.36359 4.10989 -6.44017
H22 -12.86042 3.98139 -3.46871


(6)
Molecular formula: C8H22IN2O2
Method: DFT, ωB97M-V/def2-TZVPD

- LUMO level: 2.4 eV
- ΔE to the lowest compared entry with this formula, charge and spin: 29.5 kcal/mol
- Highest occupied orbital energy: -0.1245 Ha
- Calculated total energy: -875.70972 hartree
- Charge: -1

Element x y z (Å)
I1 -0.50017 -5.84200 1.63449
O1 0.11742 1.59246 3.84650
O2 -0.57249 0.66853 -5.07897
N1 -2.22026 -1.19880 4.22349
N2 -0.15264 -1.45149 -2.99886
C1 0.57611 -0.26721 -3.20753
C2 -0.50450 1.40966 -6.29554
C3 1.96670 -0.54162 -2.61048
C4 -1.24332 -0.19413 4.74516
C5 0.37639 2.45790 2.74009
C6 -0.83122 0.61276 3.48317
C7 -0.13636 -0.84675 5.46934
C8 0.72985 0.27885 -4.61373
H1 -1.80302 0.40064 5.46704
H2 1.47915 1.07021 -4.63314
H3 1.86786 -0.99186 -1.62274
H4 -0.00472 2.37309 -6.19497
H5 0.19691 0.57672 -2.63125
H6 -0.41259 -1.32202 6.41056
H7 -1.53777 1.64165 -6.55369
H8 2.49123 -1.17549 -3.32544
H9 0.03138 0.85406 -7.06511
H10 1.04730 3.27615 3.00174
H11 1.03942 -0.42517 -5.38616
H12 -0.35869 -0.01119 2.72456
H13 -0.02726 -1.73050 -2.03629
H14 0.33718 -2.17723 -3.50232
H15 0.54555 -0.10303 5.88162
H16 -2.36194 -1.85966 4.97402
H17 -1.74751 -1.75244 3.52343
H18 0.92570 1.96109 1.94037
H19 0.38290 -1.62344 4.90789
H20 -0.49074 2.89367 2.24382
H21 -1.73245 1.05714 3.06075
H22 2.52656 0.38941 -2.52183


Copy entry 4 word for word.
Molecular formula: C8H22F6O10V
Method: DFT, ωB97M-V/def2-TZVPD

- LUMO level (spin up / spin down): -1.0 / -0.4 eV
- ΔE to the lowest compared entry with this formula, charge and spin: 35.3 kcal/mol
- Highest occupied orbital energy (spin up / spin down): -0.3202 / -0.3203 Ha
- Spin multiplicity: 2
- Calculated total energy: -2613.57057 hartree
- Charge: 0

Element x y z (Å)
V1 -9.37845 -12.93587 -22.92375
F1 -9.72135 -17.65375 -24.49413
F2 -11.34703 -17.59507 -22.96810
F3 -11.72226 -17.80590 -25.09116
F4 -11.11767 -11.89240 -17.29766
F5 -10.30517 -13.77550 -18.03213
F6 -9.09255 -12.00258 -18.17113
O1 -8.20233 -12.74111 -24.90190
O2 -10.79141 -10.84273 -20.16455
O3 -12.06375 -14.85761 -23.64172
O4 -8.86347 -10.76099 -22.54934
O5 -12.77001 -10.19171 -24.33440
O6 -10.69960 -12.20152 -23.68135
O7 -10.45433 -12.92985 -20.91871
O8 -9.79049 -15.07716 -23.56080
O9 -7.87298 -14.02554 -21.71146
O10 -10.28779 -9.28320 -24.09826
C1 -11.17874 -8.55884 -20.28703
C2 -10.93105 -12.16399 -19.77222
C3 -10.94549 -17.18320 -24.17259
C4 -10.34745 -12.47881 -18.27100
C5 -13.30119 -15.28860 -23.80495
C6 -10.92778 -15.64940 -24.11030
C7 -11.77776 -9.91909 -19.93758
C8 -14.10886 -14.06777 -23.33605
H1 -12.62698 -10.13798 -23.38947
H2 -11.15600 -9.64589 -24.27404
H3 -8.76717 -10.54751 -21.62123
H4 -7.16440 -14.14244 -21.07862
H5 -8.57606 -13.24311 -25.62616
H6 -14.06711 -14.06603 -22.24685
H7 -12.64936 -10.13396 -20.55585
H8 -13.60760 -15.68470 -24.77310
H9 -9.93114 -9.08404 -24.96391
H10 -10.19521 -8.42451 -19.83680
H11 -12.97097 -11.11375 -24.49465
H12 -12.04934 -9.95202 -18.88248
H13 -11.75343 -7.64733 -20.12280
H14 -10.86836 -8.56711 -21.33188
H15 -10.89123 -15.35820 -25.16005
H16 -13.55546 -16.06643 -23.08494
H17 -8.51608 -14.69499 -21.47805
H18 -11.98404 -12.38376 -19.59616
H19 -7.32059 -12.51397 -25.19714
H20 -9.19791 -9.95713 -22.94705
H21 -15.16268 -14.16694 -23.59627
H22 -13.83144 -13.07705 -23.69606


Which formula does entry 4 have? C8H22F6O10V